Below is a molecular structure, C35H47B2F4N9NdS5 at a distorted geometry, with properties calculated with ωB97M-V with the def2-TZVPD basis set.

```
103
Properties=species:S:1:pos:R:3:forces:R:3:mulliken_spin:R:1
Nd 0.82106 -1.20874 2.96246 -0.37 0.48 0.37 3.033
C -2.09692 -3.93155 0.12286 0.27 0.25 0.67 0.001
C -2.07654 -2.44090 0.29701 -0.18 0.12 -0.58 0.002
C -3.22606 -1.70434 0.38262 0.48 -0.79 0.65 -0.001
C -3.12998 -0.31650 0.62459 -0.50 1.45 -0.52 0.001
N -2.00480 0.32227 0.57691 0.67 -0.63 0.24 0.000
N -0.84390 -0.40178 0.43198 0.21 2.01 -0.97 -0.006
B 0.34938 0.57628 -0.13675 -0.37 -0.77 0.88 0.014
N -0.17384 1.97365 -0.20632 0.73 -0.06 0.24 0.000
N -0.45158 2.35452 -1.46731 0.06 -0.03 0.18 0.000
C -0.96478 3.53153 -1.60266 -0.15 -0.27 -1.36 0.000
C -1.29132 4.30683 -0.49693 -0.54 1.44 0.72 0.000
C -1.01354 3.95450 0.77130 0.44 -0.21 0.61 0.000
C -1.46379 4.78224 1.95328 0.58 -0.13 -0.40 0.000
C -0.30065 2.70987 0.92308 -0.81 -0.31 0.60 -0.002
S 0.09274 2.09929 2.46906 0.08 -0.14 -0.52 -0.003
C -1.26364 4.03558 -2.99997 -0.09 0.41 -0.95 0.000
C -1.15410 2.94119 -4.08065 0.68 0.19 1.31 0.000
C -0.18550 5.09420 -3.38243 0.32 -0.92 0.76 0.000
C -2.67734 4.65587 -3.02105 0.55 -0.01 -0.18 0.000
N 1.02728 0.02878 -1.41851 -0.85 0.12 -0.20 -0.001
N 0.49778 -0.35082 -2.58906 1.07 0.02 0.41 0.000
C 1.41847 -0.80886 -3.41011 -0.20 -0.55 -1.26 0.000
C 2.77923 -0.93562 -3.06689 0.52 -0.24 -0.70 0.000
C 3.25815 -0.65097 -1.82710 0.01 0.72 -0.42 0.000
C 4.65857 -0.88420 -1.42461 0.03 -0.02 1.38 0.000
C 2.28171 -0.07289 -1.01034 -0.14 -0.48 0.28 -0.001
S 2.20923 0.53989 0.62236 -0.20 0.15 0.20 -0.003
C 1.04162 -1.32174 -4.82316 -0.42 -0.12 0.87 0.000
C 1.47687 -2.80148 -4.94990 1.21 -0.13 0.35 0.000
C -0.46107 -1.26642 -4.98680 -0.69 -2.04 0.78 0.000
C 1.66235 -0.46030 -5.89456 0.72 1.23 0.08 0.000
C -0.81114 -1.72435 0.29932 -0.22 -1.21 0.30 -0.001
S 0.69230 -2.52506 0.26799 -0.02 -0.14 0.03 -0.005
C -4.36103 0.58221 0.84281 -0.17 -0.33 0.84 0.000
C -5.27414 0.52472 -0.37570 -0.25 -0.93 0.20 0.000
C -3.96639 2.02047 1.12731 1.21 0.06 1.09 0.000
C -5.09492 0.06057 2.11542 -0.24 -0.82 -0.97 0.000
H -3.09025 -4.28443 0.32701 -0.51 -0.22 0.13 0.000
H -1.41093 -4.39759 0.84527 -0.09 0.08 -0.34 0.000
H -1.84901 -4.24815 -0.88281 0.34 0.08 -0.21 0.000
H -4.20113 -2.19644 0.38490 0.31 0.16 -0.08 0.000
H -1.82231 5.23926 -0.63710 0.01 0.00 -0.16 0.000
H -1.87025 5.72677 1.59024 -0.11 -0.10 0.09 0.000
H -0.62912 5.00171 2.62544 -0.07 -0.12 -0.09 0.000
H -2.20677 4.23819 2.53506 -0.04 -0.02 -0.01 0.000
H -0.11226 2.58981 -4.06344 -0.37 -0.23 -0.23 0.000
H -1.36292 3.40271 -5.02536 -0.16 0.07 -0.58 0.000
H -1.83022 2.12168 -3.88018 -0.13 -0.30 -0.08 0.000
H 0.80653 4.60702 -3.20267 -0.60 0.54 -0.53 0.000
H -0.22889 5.95168 -2.72656 -0.06 0.37 0.19 0.000
H -0.30686 5.43192 -4.41392 0.12 -0.15 0.10 0.000
H -3.40262 4.00727 -2.56753 -0.38 -0.46 0.33 0.000
H -3.03156 4.85267 -4.02468 0.17 0.02 -0.36 0.000
H -2.69343 5.59645 -2.49795 -0.08 0.43 0.24 0.000
H 3.45592 -1.30150 -3.85846 -0.36 0.15 0.63 0.000
H 5.37005 -0.78835 -2.21567 0.28 0.18 -0.64 0.000
H 4.71374 -1.90571 -1.06659 0.15 -0.36 0.14 0.000
H 4.96745 -0.25657 -0.57553 -0.15 -0.05 -0.34 0.000
H 1.06883 -3.40721 -4.13411 0.01 0.15 -0.02 0.000
H 2.59649 -2.94681 -4.93645 -1.09 0.26 -0.02 0.000
H 1.12590 -3.24984 -5.87542 -0.10 0.19 -0.18 0.000
H -0.93706 -1.84072 -4.14000 0.32 0.45 -0.89 0.000
H -0.72796 -1.77718 -5.92622 -0.07 0.38 0.29 0.000
H -0.87267 -0.28865 -4.93845 -0.22 0.97 -0.15 0.000
H 2.74885 -0.34318 -5.83113 0.01 -0.36 0.04 0.000
H 1.29371 0.57606 -5.86909 -0.18 -0.28 0.15 0.000
H 1.42549 -0.84004 -6.86896 -0.10 -0.35 -0.54 0.000
H -4.85319 1.03564 -1.22045 0.42 0.21 -0.48 0.000
H -6.25099 0.96597 -0.20273 -0.08 0.11 0.32 0.000
H -5.44396 -0.52415 -0.64362 -0.11 0.16 -0.18 0.000
H -3.40262 2.48328 0.32471 0.08 -0.03 -0.22 0.000
H -3.32342 2.03420 2.04112 -0.26 0.08 -0.66 0.000
H -4.80175 2.66381 1.36499 -0.55 -0.10 -0.13 0.000
H -5.61023 -0.90307 1.93595 0.23 0.40 -0.01 0.000
H -5.84563 0.78452 2.35644 -0.58 0.37 0.26 0.000
H -4.46709 -0.07725 2.98423 0.46 0.11 0.10 0.000
C 2.95300 -6.91967 2.18885 -0.14 -0.16 -0.41 0.000
S 1.29664 -6.29034 2.64173 0.96 0.46 -0.13 0.000
C 1.59458 -4.58328 2.91934 -0.60 -0.19 -0.06 0.000
S 0.13007 -3.78095 3.42771 0.18 -0.12 0.23 -0.016
N 2.78625 -4.08272 2.78411 0.13 -1.08 -0.74 -0.001
N 2.86994 -2.76810 3.06630 -1.35 0.48 0.30 -0.001
C 4.02883 -2.32082 3.32043 1.08 -1.38 -0.50 0.000
C 4.12398 -1.09693 4.05981 0.25 1.43 0.99 -0.002
C 5.18238 -0.82948 4.92377 0.47 -0.56 -0.51 0.000
C 5.06572 0.20288 5.84145 0.45 0.06 0.83 0.000
C 3.88199 0.90247 5.92044 -0.04 0.39 -0.33 0.000
C 2.87614 0.61486 5.00440 0.79 -0.27 0.95 -0.002
N 3.00690 -0.34253 4.10575 -0.89 -0.44 -0.56 -0.004
H 2.77432 -8.00478 2.06599 0.26 0.56 -0.13 0.000
H 3.69336 -6.76833 2.97227 -0.24 0.05 0.14 0.000
H 3.34920 -6.45400 1.26149 -0.50 -0.39 0.52 0.000
H 4.87765 -3.01183 3.15288 -0.27 0.58 0.36 -0.001
H 6.07166 -1.47480 4.92243 -0.46 0.35 -0.09 0.000
H 5.86886 0.38952 6.57446 -0.44 -0.09 -0.56 0.000
H 3.69397 1.67840 6.64794 0.17 -0.05 0.11 0.000
H 1.91937 1.06014 5.16205 -0.51 0.41 -0.49 -0.001
F -1.60514 -1.19268 4.12379 0.44 0.34 -0.09 -0.001
B -1.05166 -0.62359 5.37036 -0.55 0.17 -0.68 0.001
F -0.10268 0.37146 4.82079 -0.26 -0.12 0.03 0.000
F -2.04145 -0.09200 6.16372 1.22 -0.51 -0.67 0.000
F -0.21158 -1.60460 5.84798 -0.03 -0.09 0.58 -0.001
```
Positions in Å, forces in eV/Å.

Calculated values
* LUMO energy (spin up / spin down): -3.3 / -3.3 eV
* HOMO level (spin up / spin down): -10.372 / -10.395 eV
* ⟨S²⟩: 3.75
* net charge: +1
* energy above the lowest of the compared OMol25 structures with the same formula, charge and spin: 18.6 kcal/mol
* max |F|: 0.0445 Eh/bohr
* spin multiplicity: 4
* total energy: -132150.1794 eV